Molecular formula: C19H42O14S5
Method: DFT, ωB97M-V/def2-TZVPD

ORCA input file:
```
! wB97M-V def2-TZVPD RIJCOSX def2/J DEFGRID3
* xyz 0 1
C -12.35703 -31.49845 0.04157
C -13.49984 -32.55824 0.03416
O -13.08843 -33.42245 1.04107
C -11.79849 -33.43389 1.22274
O -11.15174 -34.26077 1.84036
O -11.30985 -32.23508 0.71244
H -12.69139 -30.63258 0.61303
H -12.16342 -31.01767 -0.91731
H -13.61978 -33.00845 -0.95125
H -14.47658 -32.10637 0.20703
C -11.22044 -29.27789 4.19196
C -12.02710 -28.52573 3.15254
O -12.98148 -29.49799 2.97803
C -12.40840 -30.69667 3.02215
O -12.83795 -31.70828 2.51392
O -11.29298 -30.59457 3.74700
H -11.50746 -29.08284 5.22525
H -10.31079 -28.67763 4.17401
H -11.63819 -28.14104 2.20974
H -12.67765 -27.71885 3.48994
C -14.59056 -29.14916 2.14899
C -13.53089 -29.12964 1.01836
O -14.36547 -28.82647 -0.09260
C -15.59697 -28.36106 0.24007
O -16.40910 -27.98953 -0.55714
O -15.57259 -28.19536 1.50989
H -14.32040 -29.13143 3.20483
H -15.20548 -30.04725 2.09080
H -13.14685 -30.14335 0.90438
H -12.66431 -28.48341 1.15809
C -14.22738 -30.03814 7.09751
S -13.06131 -30.91398 5.93921
O -12.70342 -32.16624 6.74911
C -14.36917 -31.49481 4.78043
H -14.53390 -29.11270 6.60996
H -13.70791 -29.99682 8.05487
H -15.15605 -30.58571 7.25830
H -15.29863 -30.92646 4.81482
H -14.68527 -32.53155 4.89604
H -14.13012 -31.35926 3.72565
C -8.32337 -25.82624 2.11192
S -10.09632 -26.38603 1.93481
O -10.20852 -27.54440 2.98289
C -10.83766 -24.92048 2.80889
H -8.16666 -24.92428 1.52030
H -7.65734 -26.56458 1.66542
H -7.93323 -25.65977 3.11600
H -11.91777 -24.89001 2.66559
H -10.29267 -24.03625 2.47839
H -10.72064 -24.92617 3.89257
C -11.40972 -33.33343 7.07810
S -9.82609 -32.42688 6.81290
O -8.80860 -33.51048 6.37540
C -10.15149 -31.32191 5.31888
H -11.03676 -34.24302 7.54889
H -12.01430 -33.54620 6.19644
H -12.05265 -32.75943 7.74538
H -10.72052 -30.41476 5.52232
H -10.84700 -31.76330 4.60505
H -9.26706 -31.03020 4.75250
C -14.66838 -35.35639 4.65098
S -15.19923 -34.07329 3.43871
O -16.03054 -32.94817 4.04242
C -13.52182 -33.28234 3.17718
H -14.41065 -34.90675 5.60989
H -13.85416 -35.76813 4.05464
H -15.35348 -36.18718 4.81990
H -13.14995 -32.95668 4.14865
H -13.73904 -32.49542 2.45492
H -12.91646 -33.94070 2.55412
C -12.19981 -26.23719 4.52951
S -11.32327 -25.61806 6.11679
O -11.66281 -24.15805 6.45503
C -12.31234 -26.69779 7.21882
H -11.89473 -25.43659 3.85567
H -13.25124 -26.48647 4.67248
H -11.90242 -27.21428 4.14877
H -12.13552 -27.70866 6.85142
H -13.38189 -26.49024 7.25164
H -12.03411 -26.66328 8.27215
*
```

Summary:
**Molecular weight**: 654.87 u
**Gap between HOMO and LUMO**: 7.375 eV
**E**: -103189.5992 eV